## 1
{
  "formula": "C3H6BrN2O",
  "method": "the ωB97M-V functional and the def2-TZVPD basis",
  "smiles": "CN1C=[NH+]O[C@@H]1Br",
  "total_charge": 1,
  "orbital_gap_ev": 10.00,
  "homo_energy_ev": -14.5,
  "elements": ["C", "N", "C", "N", "O", "C", "Br", "H", "H", "H", "H", "H", "H"],
  "coordinates": [[0.95274, -0.02089, 0.83596], [-0.25520, -0.04419, 0.08781], [-0.60588, 0.71937, -0.95424], [-1.84462, 0.50968, -1.26482], [-2.38448, -0.59967, -0.51211], [-1.44483, -0.76160, 0.50465], [-1.92336, 0.18150, 2.28592], [1.67385, -0.70203, 0.36445], [1.10605, 1.01761, 1.25584], [0.84386, -0.55825, 1.83408], [-0.07763, 1.60933, -1.50563], [-2.58515, 0.97254, -1.71804], [-1.25731, -1.85348, 0.89340]],
  "mulliken_charge": [-0.921, 0.057, 0.130, 0.077, -0.224, -0.165, -0.118, 0.361, 0.386, 0.359, 0.380, 0.240, 0.438]
}

---

## 2
{
  "formula": "C3H6BrN2O",
  "method": "the ωB97M-V functional and the def2-TZVPD basis",
  "total_charge": 1,
  "orbital_gap_ev": [7.58, 7.58],
  "homo_energy_ev": [-14.3, -14.3],
  "elements": ["C", "C", "C", "N", "N", "O", "Br", "H", "H", "H", "H", "H", "H"],
  "coordinates": [[0.98341, 0.64030, -1.00544], [-1.66444, -0.36622, -1.28881], [1.23649, -0.21652, 1.88404], [-1.03051, -0.07255, -0.16123], [0.27896, 0.26017, -0.08498], [-1.24364, -0.40712, -2.37380], [-3.53873, -0.73410, -0.84495], [0.71987, 0.53656, -2.02714], [1.91601, 1.06563, -0.89212], [2.19116, -0.44904, 1.41598], [0.72190, -1.01880, 2.40504], [1.12996, 0.81393, 2.28413], [-1.70042, -0.05224, 0.68928]],
  "mulliken_charge": [-0.287, 0.690, -0.288, -0.063, -0.342, -0.412, -0.171, 0.365, 0.291, 0.289, 0.322, 0.313, 0.294]
}

---

## 3
{
  "formula": "C3H6BrN2O",
  "method": "the ωB97M-V functional and the def2-TZVPD basis",
  "total_charge": 1,
  "orbital_gap_ev": [8.12, 8.12],
  "homo_energy_ev": [-13.5, -13.5],
  "elements": ["C", "C", "C", "N", "N", "O", "Br", "H", "H", "H", "H", "H", "H"],
  "coordinates": [[-0.45226, 2.16271, 1.66168], [1.30219, -1.27869, -0.65340], [-1.17174, -0.36801, -0.56560], [0.62517, 0.75592, 0.31889], [0.24500, -0.21913, -0.23302], [-1.59293, 2.11328, 1.78229], [1.08311, 3.03973, 1.76583], [1.93924, -1.66463, 0.17766], [1.84934, -0.97659, -1.48890], [0.68499, -2.11985, -1.02588], [-1.25471, -0.94887, -1.43516], [-1.73008, 0.53952, -0.51028], [-1.52731, -1.03540, 0.20589]],
  "mulliken_charge": [0.612, -0.734, -0.881, -0.588, 0.484, -0.185, 0.247, 0.292, 0.343, 0.328, 0.338, 0.329, 0.415]
}

---

## 4
{
  "formula": "C3H6BrN2O",
  "method": "the ωB97M-V functional and the def2-TZVPD basis",
  "smiles": "ON1CC[NH+]=C1Br",
  "total_charge": 1,
  "orbital_gap_ev": 9.88,
  "homo_energy_ev": -14.4,
  "elements": ["O", "N", "C", "C", "N", "C", "Br", "H", "H", "H", "H", "H", "H"],
  "coordinates": [[1.95985, -0.50011, -1.85957], [0.98430, -0.58339, -0.96921], [0.32564, 0.45065, -0.21770], [-0.49485, -0.28567, 0.83572], [-0.80549, -1.48058, 0.19378], [0.46693, -1.74772, -0.75146], [0.76001, -3.30901, -1.74018], [2.10823, 0.37219, -2.02602], [-0.35160, 0.95448, -0.87589], [0.96481, 1.13311, 0.33443], [0.05052, -0.34780, 1.70292], [-1.44803, 0.04206, 1.21538], [-1.10345, -2.28932, 0.75948]],
  "mulliken_charge": [-0.352, 0.377, -0.479, -0.581, -0.283, 0.124, 0.081, 0.367, 0.359, 0.385, 0.331, 0.363, 0.307]
}

---

On energetic grounds, 1 is preferred over the next structure by 44.1 kJ/mol.

---

## 1
{
  "formula": "C2H3BrS",
  "method": "the ωB97M-V functional and the def2-TZVPD basis",
  "orbital_gap_ev": [7.66, 7.22],
  "homo_energy_ev": [-8.1, -8.0],
  "elements": ["C", "C", "S", "Br", "H", "H", "H"],
  "coordinates": [[0.02509, -0.14254, 1.43174], [0.04624, 0.45495, -1.07422], [1.37095, -0.91212, 1.70821], [-1.51617, -0.13491, -1.84086], [-1.01762, -0.29016, 1.77104], [0.29769, 1.43057, -1.20490], [0.79382, -0.40579, -0.79102]],
  "mulliken_charge": [-0.123, -0.606, -0.151, -0.059, 0.273, 0.374, 0.292]
}

---

## 2
{
  "formula": "C2H3BrS",
  "method": "the ωB97M-V functional and the def2-TZVPD basis",
  "orbital_gap_ev": 9.04,
  "homo_energy_ev": -9.2,
  "elements": ["C", "C", "S", "Br", "H", "H", "H"],
  "coordinates": [[-0.71271, 0.40931, 0.25120], [0.48685, -0.27200, -0.25352], [-0.60762, 0.14269, -1.54415], [2.20993, 0.38760, -0.33363], [-1.30989, -0.24560, 0.88597], [-0.54368, 1.39804, 0.43997], [0.47712, -1.82004, 0.55416]],
  "mulliken_charge": [-0.514, -0.176, -0.076, -0.055, 0.238, 0.340, 0.243]
}

---

On energetic grounds, 2 is preferred over the next structure by 91.0 kJ/mol.

---

## 1
{
  "formula": "CaH14N2O13",
  "method": "the ωB97M-V functional and the def2-TZVPD basis",
  "orbital_gap_ev": 2.62,
  "homo_energy_ev": -6.3,
  "elements": ["Ca", "N", "O", "O", "O", "N", "O", "O", "O", "O", "H", "H", "O", "H", "H", "O", "H", "H", "O", "H", "H", "O", "H", "H", "O", "H", "H", "O", "H", "H"],
  "coordinates": [[0.07932, -0.15629, -0.19049], [4.82058, -1.95931, 2.19469], [5.20878, -1.33843, 3.10015], [5.60260, -2.73772, 1.73385], [3.70260, -2.03264, 1.77175], [0.73496, -4.86117, -2.08957], [0.05569, -4.05467, -1.54581], [0.64921, -6.00314, -1.66874], [1.66453, -4.55941, -2.81133], [-3.92277, 2.94130, 2.34380], [-3.25734, 2.68454, 1.70543], [-4.55014, 3.46058, 1.84082], [-1.49139, 3.41722, -0.88592], [-2.31922, 3.54166, -1.35009], [-1.10807, 4.29310, -0.83983], [1.18417, 2.67768, 2.30742], [1.35374, 3.54176, 1.93211], [1.26749, 2.80590, 3.25233], [-4.08729, -0.70089, -0.54095], [-4.62467, -1.23277, -1.12793], [-4.55871, -0.71199, 0.29204], [3.10396, 1.47171, -2.00699], [3.42371, 1.39290, -2.90576], [3.50049, 2.27970, -1.68119], [-1.08340, -1.25135, 3.04154], [-0.63449, -0.94084, 3.82786], [-1.86969, -1.68708, 3.37036], [-0.92661, -0.14797, -3.97040], [-0.87262, 0.67911, -4.44920], [-1.04541, -0.81142, -4.65006]],
  "mulliken_charge": [1.569, 1.090, -0.662, -0.606, -0.671, 1.037, -0.666, -0.609, -0.655, -0.611, 0.293, 0.319, -0.587, 0.307, 0.304, -0.565, 0.297, 0.299, -0.611, 0.314, 0.317, -0.570, 0.300, 0.302, -0.556, 0.308, 0.289, -0.587, 0.304, 0.309]
}

---

## 2
{
  "formula": "CaH14N2O13",
  "method": "the ωB97M-V functional and the def2-TZVPD basis",
  "orbital_gap_ev": 3.45,
  "homo_energy_ev": -6.5,
  "elements": ["Ca", "N", "O", "O", "O", "N", "O", "O", "O", "O", "H", "H", "O", "H", "H", "O", "H", "H", "O", "H", "H", "O", "H", "H", "O", "H", "H", "O", "H", "H"],
  "coordinates": [[-12.95339, 22.01213, -14.40203], [-14.91764, 27.03806, -16.47049], [-15.04860, 28.05316, -15.86678], [-14.03144, 26.25910, -16.10975], [-15.66755, 26.81282, -17.41901], [-11.13225, 24.55631, -10.43352], [-11.82521, 24.60044, -11.45071], [-11.56789, 24.89864, -9.32450], [-10.00682, 24.03170, -10.48901], [-10.91858, 19.41974, -16.31380], [-10.38953, 19.58523, -17.09415], [-10.89367, 18.46917, -16.20412], [-13.88713, 22.64921, -17.75289], [-14.04282, 22.32902, -18.64142], [-14.22615, 23.54435, -17.75752], [-9.91580, 23.57013, -15.39431], [-9.68486, 24.12869, -16.13654], [-9.07753, 23.23485, -15.07630], [-10.81553, 19.87890, -12.44621], [-10.41862, 19.04443, -12.69594], [-10.72642, 19.91153, -11.49373], [-14.51267, 21.29288, -11.04864], [-15.19848, 21.85642, -10.69042], [-14.46012, 20.55958, -10.43565], [-16.33538, 23.11733, -14.09605], [-17.04305, 22.89142, -14.69972], [-16.77573, 23.28962, -13.26379], [-14.87738, 18.90435, -14.64192], [-15.78512, 18.80672, -14.92953], [-14.54940, 18.00766, -14.57396]],
  "mulliken_charge": [1.641, 0.986, -0.615, -0.658, -0.679, 0.941, -0.640, -0.605, -0.647, -0.567, 0.302, 0.298, -0.599, 0.275, 0.352, -0.538, 0.290, 0.296, -0.541, 0.279, 0.304, -0.544, 0.297, 0.282, -0.531, 0.288, 0.289, -0.541, 0.292, 0.290]
}

---

On energetic grounds, 2 is preferred over the next structure by 246.1 kJ/mol.

---

## 1
{
  "formula": "C5H14NS",
  "method": "the ωB97M-V functional and the def2-TZVPD basis",
  "smiles": "CSC[N+](C)(C)C",
  "total_charge": 1,
  "orbital_gap_ev": 10.16,
  "homo_energy_ev": -12.9,
  "elements": ["C", "S", "C", "N", "C", "C", "C", "H", "H", "H", "H", "H", "H", "H", "H", "H", "H", "H", "H", "H", "H"],
  "coordinates": [[3.32527, -0.46437, -0.00861], [1.94583, 0.68790, 0.04636], [0.53475, -0.50648, -0.06157], [-0.75365, 0.16412, 0.00010], [-0.81959, 0.96827, 1.25718], [-0.85695, 0.93333, -1.34199], [-1.97325, -0.64089, 0.05158], [4.16550, 0.08588, -0.14857], [3.38321, -1.18445, -0.76699], [3.28125, -1.14088, 0.81478], [0.50521, -1.14269, -0.91745], [0.76491, -1.33271, 0.79116], [-0.70639, 0.32257, 2.01752], [0.04835, 1.74647, 1.15354], [-1.80096, 1.51452, 1.50303], [-1.22454, 0.34758, -2.21196], [-1.45283, 1.86290, -1.04181], [0.10502, 1.37152, -1.56970], [-1.78747, -1.40049, -0.61864], [-2.23404, -1.16918, 0.92010], [-2.93436, -0.14956, -0.16958]],
  "mulliken_charge": [-1.005, 0.037, -0.719, -0.091, -0.993, -0.807, -1.079, 0.398, 0.373, 0.313, 0.504, 0.454, 0.468, 0.372, 0.360, 0.327, 0.369, 0.415, 0.489, 0.415, 0.399]
}

---

## 2
{
  "formula": "C5H14NS",
  "method": "the ωB97M-V functional and the def2-TZVPD basis",
  "smiles": "CSCC[C@H](C)[NH3+]",
  "total_charge": 1,
  "orbital_gap_ev": 8.45,
  "homo_energy_ev": -12.1,
  "elements": ["C", "S", "C", "C", "C", "C", "N", "H", "H", "H", "H", "H", "H", "H", "H", "H", "H", "H", "H", "H", "H"],
  "coordinates": [[3.38920, -0.08839, 1.24387], [2.18000, -0.52452, -0.06112], [0.85586, 0.64689, 0.38934], [-0.54545, 0.07189, 0.70473], [-1.11457, -0.29176, -0.65768], [-1.52074, 0.98068, -1.60361], [-2.19374, -1.29061, -0.42385], [4.27322, -0.52422, 0.88424], [3.23403, -0.51714, 2.24570], [3.48238, 1.02245, 1.29210], [0.77039, 1.56885, -0.29450], [1.21287, 1.02219, 1.27318], [-1.21938, 0.77172, 1.30050], [-0.23184, -0.87110, 1.22576], [-0.28609, -0.95335, -0.94271], [-1.96009, 1.78610, -0.99606], [-2.36724, 0.72716, -2.35749], [-0.63078, 1.15942, -2.11435], [-1.77820, -2.21159, -0.71860], [-2.47543, -1.36734, 0.61145], [-3.07442, -1.11731, -1.00088]],
  "mulliken_charge": [-0.893, -0.019, -1.030, -0.663, 0.068, -1.305, -0.271, 0.368, 0.310, 0.299, 0.346, 0.452, 0.392, 0.401, 0.183, 0.346, 0.439, 0.412, 0.395, 0.392, 0.378]
}

---

On energetic grounds, 2 is preferred over the next structure by 103.6 kJ/mol.

---

## 1
{
  "formula": "C5H14NS",
  "method": "the ωB97M-V functional and the def2-TZVPD basis",
  "total_charge": 1,
  "orbital_gap_ev": 9.71,
  "homo_energy_ev": -13.2,
  "elements": ["C", "C", "C", "C", "C", "N", "S", "H", "H", "H", "H", "H", "H", "H", "H", "H", "H", "H", "H", "H", "H"],
  "coordinates": [[-0.32644, 2.06381, -0.16775], [-2.58763, -1.19330, -0.25130], [2.55319, -0.14293, -0.82620], [1.13954, -1.63915, 1.21327], [-0.88252, 0.49078, -0.58259], [-1.82268, -0.03105, 0.11015], [0.94424, -0.93584, -0.47071], [-0.10622, 1.81867, 0.91956], [0.57431, 2.07172, -0.68378], [-3.51372, -1.10669, 0.31610], [-2.73469, -1.33615, -1.31991], [-2.18803, -2.20406, 0.13124], [2.61822, 0.89707, -0.34124], [2.53114, -0.17332, -1.93176], [3.31518, -0.84840, -0.43040], [2.18783, -1.49494, 1.53373], [0.86874, -2.67336, 1.20340], [0.53802, -1.06803, 1.91935], [-0.71448, 3.26138, -0.09261], [-0.89520, 0.24286, -1.72736], [-1.97967, 0.33349, 0.98660]],
  "mulliken_charge": [-0.942, -0.786, -0.928, -0.886, -0.136, -0.094, 0.218, 0.303, 0.288, 0.329, 0.299, 0.278, 0.302, 0.343, 0.405, 0.384, 0.338, 0.275, 0.306, 0.448, 0.254]
}

---

## 2
{
  "formula": "C5H14NS",
  "method": "the ωB97M-V functional and the def2-TZVPD basis",
  "total_charge": 1,
  "orbital_gap_ev": 3.58,
  "homo_energy_ev": -12.0,
  "elements": ["C", "C", "C", "C", "S", "C", "N", "H", "H", "H", "H", "H", "H", "H", "H", "H", "H", "H", "H", "H", "H"],
  "coordinates": [[-1.36037, -1.58636, 0.54960], [-2.08902, -0.25550, 0.58160], [-1.12763, 0.86033, 0.37399], [-0.86184, 1.17274, -1.15571], [2.05933, -0.15852, 0.82516], [3.78307, 0.12934, 0.28992], [-3.10312, -0.32331, -0.43471], [-2.12738, -2.32257, 0.67502], [-0.60553, -1.69980, 1.48094], [-0.75888, -1.66038, -0.41662], [-2.55701, -0.02004, 1.55157], [-1.62313, 1.74220, 0.77255], [-0.16499, 0.64123, 0.76103], [0.18408, 0.83150, -1.38729], [-1.57453, 0.64252, -1.83996], [4.52947, -0.50430, 0.82920], [4.25301, 1.13735, 0.40123], [3.83188, -0.69820, -1.50970], [-0.68023, 2.22408, -1.45035], [3.96356, -0.26071, -0.77197], [-3.97073, 0.10842, -0.12549]],
  "mulliken_charge": [-1.180, 0.560, -0.213, -0.876, -0.057, -0.521, -0.248, 0.421, 0.286, 0.283, 0.399, 0.351, -0.325, 0.202, 0.342, 0.349, 0.344, 0.483, 0.345, -0.280, 0.336]
}

---

On energetic grounds, 1 is preferred over the next structure by 749.2 kJ/mol.